Entry from OMol25: 2 unconnected molecules or ions with the total composition C4H10NO2S at a distorted geometry (ωB97M-V/def2-TZVPD).

Bonds (Å) are listed after each position.
Atoms and positions in Å:
1 C -0.11215 0.42418 1.53086  N5 1.524, O7 1.192, H10 1.051
2 C 1.64914 1.33590 -0.71487  C4 1.408, H11 1.114, H12 1.136, H13 1.171
3 C 0.25892 -1.86500 0.60213  N5 1.474, H14 1.151, H15 1.159, H16 1.095
4 C 1.28793 -0.00716 -0.49666  C2 1.408, N5 1.305, H18 1.139
5 N 0.67940 -0.45298 0.56813  C1 1.524, C3 1.474, C4 1.305
6 O -2.26851 1.18722 -0.83012  S8 1.661, H9 1.029
7 O 0.00286 1.60664 1.43074  C1 1.192
8 S -2.89099 -0.22536 -0.21653  O6 1.661, H17 1.384
9 H -2.86934 1.48039 -1.61277  O6 1.029
10 H -0.49347 -0.23371 2.25640  C1 1.051
11 H 2.37312 1.49158 -1.54759  C2 1.114
12 H 0.64938 1.84939 -0.88338  C2 1.136
13 H 2.03445 2.02113 0.15280  C2 1.171
14 H 0.82557 -2.52818 -0.14942  C3 1.151
15 H 0.50728 -2.28099 1.65514  C3 1.159
16 H -0.82871 -1.94761 0.69874  C3 1.095
17 H -2.30806 -1.04601 -1.16696  S8 1.384
18 H 1.50319 -0.80941 -1.27666  C4 1.139

Charge: +1
Kohn-Sham gap (eV): 7.99

***

Entry from OMol25: a gas-phase ion, C4H10NO2S (charge +1) at a distorted geometry (ωB97M-V/def2-TZVPD).

Bonds (Å) are listed after each position.
Atoms and positions in Å:
1 C -0.39240 -0.22848 -0.46229  C3 1.460, C4 1.798, S8 1.714
2 C 1.27179 -1.87478 0.60556  C3 1.577, H9 1.018, H10 1.088, H11 1.063
3 C 0.31374 -1.50024 -0.58939  C1 1.460, C2 1.577, H12 1.178, H13 1.066
4 C 0.51740 1.23547 0.04799  C1 1.798, N5 1.494, H14 1.132, H15 1.175
5 N -0.26124 2.46692 -0.28220  C4 1.494, H16 0.996, H17 1.142, H18 1.005
6 O -2.43133 1.06891 0.42105  S8 1.505
7 O -2.83529 -1.28912 -0.32157  S8 1.417
8 S -1.94616 -0.34580 0.25144  C1 1.714, O6 1.505, O7 1.417
9 H 1.66111 -2.80104 0.44215  C2 1.018
10 H 2.10967 -1.21844 0.82989  C2 1.088
11 H 0.63892 -2.08701 1.43272  C2 1.063
12 H -0.49201 -2.34765 -0.73185  C3 1.178
13 H 1.11888 -1.55677 -1.28548  C3 1.066
14 H 0.60063 1.08839 1.16702  C4 1.132
15 H 1.47722 1.37294 -0.61618  C4 1.175
16 H -0.00650 3.27779 0.23757  N5 0.996
17 H -1.26335 2.07855 0.10518  N5 1.142
18 H -0.08108 2.66036 -1.25159  N5 1.005

SMILES: CCC(C[NH3+])=S(=O)=O
Charge: +1
Kohn-Sham gap (spin up / spin down) (eV): 7.75 / 7.69

***

Entry from OMol25: 2 unconnected molecules or ions with the total composition C4H10NO3 at a distorted geometry (ωB97M-V/def2-TZVPD).

Bonds (Å) are listed after each position.
Atoms and positions in Å:
1 C 1.16544 -0.77275 0.83141  O2 1.425, C3 1.507, H8 1.080, H9 1.134
2 O 1.67165 0.40730 1.44888  C1 1.425
3 C -0.30182 -0.54268 0.57801  C1 1.507, C4 1.591, N7 1.600, H10 1.097
4 C -0.93294 -1.14614 -0.75161  C3 1.591, C5 1.507, H11 1.101, H12 1.126
5 C -2.12224 -0.35259 -1.22805  C4 1.507, O6 1.209, H13 1.117
6 O -2.26012 0.31830 -2.22476  C5 1.209
7 N -0.60831 1.02160 0.44212  C3 1.600, H14 1.066, H15 1.029
8 H 1.78842 -1.09508 0.01024  C1 1.080
9 H 1.30258 -1.54326 1.65236  C1 1.134
10 H -0.88784 -0.80471 1.46738  C3 1.097
11 H -0.23042 -1.09389 -1.59715  C4 1.101
12 H -0.96704 -2.26852 -0.66404  C4 1.126
13 H -3.08731 -0.56230 -0.70712  C5 1.117
14 H 0.01500 1.52824 -0.25879  N7 1.066
15 H -0.36169 1.30100 1.40146  N7 1.029
16 H 1.51168 1.73441 -0.80639  O18 0.994
17 H 2.14092 1.64161 0.64887  O18 1.068
18 O 2.16402 2.22946 -0.24279  H16 0.994, H17 1.068

Charge: -1
Kohn-Sham gap (eV): 7.20

***

Entry from OMol25: C4H10NOP in the gas phase at a distorted geometry (ωB97M-V/def2-TZVPD).

Bonds (Å) are listed after each position.
Atoms and positions in Å:
1 C 0.26410 -0.79635 0.37056  C4 1.728, N5 1.241, H8 1.139
2 C 2.58893 -0.95451 -0.18638  N5 1.456, H9 1.129, H10 1.137, H11 1.129
3 C -1.00704 1.49943 -0.16892  C4 1.551, O6 1.400, H12 1.105, H13 1.126
4 C -1.16957 0.14626 0.57171  C1 1.728, C3 1.551, P7 1.908, H14 1.159
5 N 1.33410 -0.25485 0.05232  C1 1.241, C2 1.456
6 O -0.04869 2.24181 0.53114  C3 1.400, H15 1.051
7 P -2.62039 -0.95532 0.00489  C4 1.908, H16 1.394, H17 1.343
8 H -0.21806 -1.81038 0.56409  C1 1.139
9 H 2.36982 -1.97687 0.23909  C2 1.129
10 H 3.48725 -0.42228 0.26264  C2 1.137
11 H 2.63036 -1.19863 -1.28804  C2 1.129
12 H -1.93201 2.10077 -0.22147  C3 1.105
13 H -0.71589 1.56060 -1.25537  C3 1.126
14 H -1.13143 0.21222 1.72853  C4 1.159
15 H 0.94700 1.90523 0.52927  O6 1.051
16 H -1.78713 -1.41092 -1.01546  P7 1.394
17 H -2.99135 0.11380 -0.71860  P7 1.343

SMILES: C/N=C/[C@H](P)CO
Kohn-Sham gap (eV): 10.04

***

Entry from OMol25: 2 unconnected molecules or ions with the total composition C4H10NOP at a distorted geometry (ωB97M-V/def2-TZVPD).

Bonds (Å) are listed after each position.
Atoms and positions in Å:
1 C 0.40958 -1.62501 -0.49853  C2 1.518, C3 1.532, N5 1.249
2 C -0.56532 -1.67566 -1.66073  C1 1.518, H8 1.059, H9 1.072, H10 1.099
3 C 0.42263 -2.54412 0.72705  C1 1.532, H11 1.152, H12 1.054, H13 1.109
4 C -0.81992 3.56154 1.31588  H14 1.135, H15 1.084, H16 1.063, H17 1.057
5 N 1.31593 -0.76550 -0.50264  C1 1.249, P7 1.653
6 O 1.28415 1.65478 -0.84843  P7 1.450
7 P 2.09423 0.50795 -1.21240  N5 1.653, O6 1.450
8 H -1.53074 -1.88829 -1.28065  C2 1.059
9 H -0.21830 -2.45306 -2.31204  C2 1.072
10 H -0.50427 -0.63798 -2.01710  C2 1.099
11 H -0.63011 -2.88307 1.04944  C3 1.152
12 H 1.02770 -2.21530 1.52469  C3 1.054
13 H 1.03095 -3.41035 0.39519  C3 1.109
14 H -1.69462 2.86760 1.51843  C4 1.135
15 H -1.09201 4.45200 0.76152  C4 1.084
16 H -0.07077 2.92632 0.90871  C4 1.063
17 H -0.45911 4.12816 2.13161  C4 1.057

SMILES: CC(C)=NP=O.C
Kohn-Sham gap (eV): 9.83

***

Entry from OMol25: C4H10NOP in the gas phase at a distorted geometry (ωB97M-V/def2-TZVPD).

Bonds (Å) are listed after each position.
Atoms and positions in Å:
1 C -1.58388 -0.31604 -0.49413  C2 1.562, C3 1.535, H8 1.123, H9 1.036
2 C -0.45418 0.72706 -0.77065  C1 1.562, N5 1.354, H10 1.195, H11 1.151
3 C -0.79644 -1.60594 -0.22252  C1 1.535, P7 1.938, H12 1.217, H13 1.048
4 C 1.67683 1.27421 0.14957  N5 1.424, H14 1.163, H15 1.079, H16 1.073
5 N 0.37011 0.73005 0.30399  C2 1.354, C4 1.424, P7 1.687
6 O 1.62630 -1.33123 1.66470  P7 1.538
7 P 0.31339 -0.74810 1.11492  C3 1.938, N5 1.687, O6 1.538, H17 1.478
8 H -2.25733 0.11085 0.29602  C1 1.123
9 H -2.07966 -0.58407 -1.36283  C1 1.036
10 H 0.13580 0.57842 -1.79880  C2 1.195
11 H -0.89642 1.78693 -0.84418  C2 1.151
12 H -1.20233 -2.65202 0.24786  C3 1.217
13 H -0.14009 -1.85346 -1.00055  C3 1.048
14 H 1.73008 2.31037 0.67545  C4 1.163
15 H 2.29289 0.61447 0.74146  C4 1.079
16 H 1.92300 1.40432 -0.88707  C4 1.073
17 H -0.65808 -0.44581 2.18676  P7 1.478

SMILES: CN1CCC[P@H]1=O
Kohn-Sham gap (eV): 9.91

***

Entry from OMol25: a gas-phase ion, C4H10NOS (charge -1) at a distorted geometry (ωB97M-V/def2-TZVPD).

Bonds (Å) are listed after each position.
Atoms and positions in Å:
1 C 0.73851 -1.11560 2.15287  O2 1.403, C3 1.603, H8 1.096, H9 1.146
2 O 1.65758 -1.91871 1.46019  C1 1.403
3 C -0.11723 -0.15032 1.20159  C1 1.603, C4 1.526, N7 1.470, H10 1.115
4 C 0.43223 -0.21179 -0.22074  C3 1.526, C5 1.595, H11 1.111, H12 1.094
5 C 0.57431 1.14127 -1.05308  C4 1.595, S6 1.768, H13 1.062, H14 1.219
6 S -0.70241 1.31673 -2.26375  C5 1.768, H15 1.403
7 N -1.52822 -0.55616 1.12848  C3 1.470, H16 1.062, H17 1.010
8 H -0.16779 -1.72704 2.23170  C1 1.096
9 H 1.33685 -0.54362 2.94613  C1 1.146
10 H 0.01076 0.89805 1.55884  C3 1.115
11 H 1.45281 -0.63320 -0.09357  C4 1.111
12 H 0.00020 -0.98357 -0.86471  C4 1.094
13 H 1.48277 1.36915 -1.55387  C5 1.062
14 H 0.36786 2.09467 -0.32280  C5 1.219
15 H -1.80753 1.66127 -1.47037  S6 1.403
16 H -2.03010 -0.48198 0.19580  N7 1.062
17 H -1.73729 -1.45981 1.52815  N7 1.010

SMILES: N[C@@H](C[O-])CCS
Charge: -1
Kohn-Sham gap (eV): 5.58

***

Entry from OMol25: a gas-phase ion, C4H10NOS (charge +1) at a distorted geometry (ωB97M-V/def2-TZVPD).

Bonds (Å) are listed after each position.
Atoms and positions in Å:
1 C 1.69999 -0.16536 -0.00851  C2 1.631, N5 1.470, H8 1.234, H9 1.057
2 C 1.39291 1.40515 0.30896  C1 1.631, S7 1.882, H10 1.084, H11 1.060
3 C -1.05575 0.06979 0.30044  C4 1.471, O6 1.299, S7 1.710
4 C -2.12441 -0.34483 -0.62214  C3 1.471, H12 1.077, H13 1.095, H14 1.068
5 N 0.55062 -0.90458 -0.55065  C1 1.470, H15 1.028, H16 0.976
6 O -1.12935 -0.43654 1.49392  C3 1.299, H17 1.004
7 S -0.45831 1.65760 0.08580  C2 1.882, C3 1.710
8 H 2.75842 -0.30565 -0.62790  C1 1.234
9 H 1.84936 -0.68480 0.89946  C1 1.057
10 H 1.93231 1.54442 1.23870  C2 1.084
11 H 1.85901 2.02128 -0.41705  C2 1.060
12 H -2.71035 -1.14119 -0.19433  C4 1.077
13 H -1.84170 -0.80863 -1.57235  C4 1.095
14 H -2.75039 0.50626 -0.77937  C4 1.068
15 H 0.38200 -0.67817 -1.53911  N5 1.028
16 H 0.55467 -1.85209 -0.31818  N5 0.976
17 H -0.90902 0.11734 2.30231  O6 1.004

Charge: +1
Kohn-Sham gap (eV): 10.12

***

These records have energy values of -761.488474, -761.417393, -438.842072, -629.631596, -629.732350, -629.726429, -686.506799, -686.285351 Eh, in the order they appear.
These records have energy relative to the best compared isomer or geometry (same formula, charge and spin) values of 275.62, 462.24, 375.88, 368.57, 104.04, 119.58, 414.35, 224.86 kJ/mol, in the order they appear.